[1]
{"formula": "C14H41AgO16", "method": "ωB97M-V/def2-TZVPD", "max_force_ev_per_a": 4.77, "total_energy_ha": -1908.6474, "relative_energy_kcal_mol": 23.91, "elements": ["Ag", "O", "C", "O", "O", "H", "C", "O", "H", "H", "H", "H", "C", "C", "O", "O", "H", "H", "H", "H", "H", "H", "C", "C", "O", "O", "H", "H", "H", "H", "H", "H", "C", "C", "O", "O", "H", "H", "H", "H", "H", "H", "C", "C", "O", "O", "H", "H", "H", "H", "H", "H", "C", "C", "O", "O", "H", "H", "H", "H", "H", "H", "C", "C", "O", "O", "H", "H", "H", "H", "H", "H"], "coordinates": [[1.856, -0.790, -22.551], [3.365, 2.381, -20.211], [2.950, 1.432, -21.009], [1.883, 1.630, -21.549], [3.519, 0.367, -21.118], [2.522, 2.828, -20.312], [0.982, 5.245, -21.223], [0.680, 6.130, -22.231], [0.395, 5.258, -20.305], [0.620, 4.255, -21.501], [2.043, 5.240, -20.976], [-0.253, 6.214, -22.020], [4.094, -0.854, -26.365], [4.369, 0.118, -25.170], [3.631, -0.131, -23.941], [2.706, -0.942, -26.577], [4.350, -1.874, -26.077], [4.559, -0.405, -27.243], [4.405, 1.189, -25.371], [5.399, -0.218, -25.048], [4.117, 0.299, -23.233], [2.391, -0.100, -26.914], [-1.958, -1.341, -23.949], [-1.702, -0.042, -23.135], [-0.334, 0.002, -22.952], [-1.973, -1.237, -25.322], [-3.012, -1.516, -23.731], [-1.512, -2.252, -23.552], [-2.253, -0.105, -22.197], [-2.015, 0.792, -23.763], [-0.164, 0.820, -22.479], [-1.057, -1.010, -25.495], [5.600, 3.829, -22.400], [6.655, 4.017, -23.536], [7.241, 2.873, -24.146], [6.255, 3.132, -21.355], [4.736, 3.192, -22.591], [5.329, 4.829, -22.064], [7.398, 4.768, -23.268], [6.087, 4.576, -24.279], [7.374, 2.308, -23.382], [5.553, 2.947, -20.727], [4.602, 4.757, -17.788], [3.807, 4.044, -16.692], [2.808, 3.205, -17.213], [5.123, 3.875, -18.731], [5.471, 5.264, -17.368], [4.008, 5.487, -18.337], [3.548, 4.725, -15.881], [4.522, 3.479, -16.094], [3.245, 2.377, -17.424], [4.395, 3.278, -18.915], [7.441, -0.341, -21.651], [6.944, -0.413, -20.185], [6.012, 0.609, -19.909], [7.552, 0.940, -22.153], [6.682, -0.873, -22.224], [8.468, -0.707, -21.662], [7.690, -0.292, -19.400], [6.485, -1.399, -20.110], [5.232, 0.316, -20.386], [6.998, 1.408, -21.524], [4.156, -0.614, -17.172], [5.389, -1.169, -16.372], [6.593, -1.077, -17.103], [4.359, 0.847, -17.463], [3.314, -0.812, -16.509], [4.040, -1.178, -18.097], [5.257, -2.175, -15.974], [5.479, -0.551, -15.479], [6.517, -0.255, -17.592], [4.955, 0.910, -18.214]], "lowdin_charge": [0.828, 0.121, -0.906, 0.007, -0.019, 0.115, -0.216, -0.081, 0.083, 0.065, 0.082, 0.080, -0.221, -0.182, -0.137, -0.081, 0.126, 0.124, 0.125, 0.111, 0.050, 0.086, -0.280, -0.222, -0.129, -0.028, 0.114, 0.123, 0.125, 0.132, 0.072, 0.088, -0.191, -0.231, -0.054, -0.094, 0.115, 0.120, 0.115, 0.106, 0.025, 0.035, -0.243, -0.250, -0.054, -0.067, 0.121, 0.114, 0.116, 0.113, 0.029, 0.022, -0.227, -0.204, -0.086, -0.073, 0.113, 0.127, 0.122, 0.124, 0.045, 0.042, -0.131, -0.237, -0.063, -0.092, 0.114, 0.112, 0.117, 0.110, 0.047, 0.037]}

[2]
{"formula": "C4H9N3O2", "method": "ωB97M-V/def2-TZVPD", "max_force_ev_per_a": 5.10, "total_energy_ha": -472.4567, "relative_energy_kcal_mol": 85.90, "smiles": "NOC(=O)[C@@H]1CC1(N)N", "elements": ["C", "C", "C", "C", "N", "N", "N", "O", "O", "H", "H", "H", "H", "H", "H", "H", "H", "H"], "coordinates": [[-1.191, 0.186, 0.352], [0.308, 0.767, 0.568], [0.082, -0.239, 1.615], [1.284, 0.525, -0.515], [2.303, -1.089, -1.909], [-1.503, -0.759, -0.609], [-2.260, 0.984, 0.731], [1.346, -0.783, -0.887], [1.992, 1.357, -1.028], [0.285, 1.815, 0.841], [3.177, -0.669, -1.584], [2.034, -0.535, -2.724], [-0.721, -1.335, -0.889], [-2.338, -1.304, -0.434], [-2.039, 1.708, 1.399], [-3.117, 0.499, 0.967], [0.500, -1.226, 1.488], [-0.141, 0.099, 2.617]], "nbo_charge": [0.398, -0.364, -0.547, 0.780, -0.482, -0.842, -0.830, -0.408, -0.591, 0.240, 0.350, 0.347, 0.399, 0.370, 0.378, 0.371, 0.220, 0.211]}

[3]
{"formula": "C24H68ClN5O11", "method": "ωB97M-V/def2-TZVPD", "max_force_ev_per_a": 3.63, "total_energy_ha": -2516.3433, "elements": ["N", "H", "H", "H", "H", "Cl", "O", "O", "O", "O", "C", "C", "C", "C", "C", "C", "N", "O", "C", "C", "C", "H", "H", "H", "H", "H", "H", "H", "H", "H", "H", "H", "H", "H", "H", "H", "H", "H", "H", "H", "C", "O", "H", "H", "H", "H", "C", "O", "H", "H", "H", "H", "C", "O", "H", "H", "H", "H", "C", "C", "C", "O", "C", "N", "H", "H", "H", "H", "H", "H", "H", "H", "H", "H", "H", "C", "C", "C", "O", "C", "N", "H", "H", "H", "H", "H", "H", "H", "H", "H", "H", "H", "C", "C", "C", "O", "C", "N", "H", "H", "H", "H", "H", "H", "H", "H", "H", "H", "H"], "coordinates": [[14.862, -4.611, 8.949], [15.715, -4.634, 9.488], [14.127, -5.141, 9.395], [15.177, -4.932, 8.045], [14.726, -3.613, 8.876], [15.794, -6.990, 6.173], [15.505, -5.618, 6.120], [14.753, -7.711, 5.502], [17.124, -7.223, 5.667], [15.706, -7.385, 7.534], [11.866, -5.456, 7.783], [11.547, -6.470, 8.873], [11.584, -7.882, 8.196], [11.735, -9.103, 9.137], [12.995, -8.900, 10.036], [12.911, -7.568, 10.846], [12.605, -6.385, 9.941], [12.690, -5.216, 10.740], [11.958, -7.759, 12.046], [14.313, -7.425, 11.395], [10.087, -6.274, 9.387], [12.907, -5.364, 7.473], [11.558, -4.467, 8.123], [11.298, -5.577, 6.860], [10.586, -8.206, 7.900], [12.188, -7.924, 7.290], [12.036, -10.002, 8.599], [10.832, -9.267, 9.725], [13.886, -8.891, 9.407], [13.056, -9.788, 10.664], [10.927, -7.696, 11.699], [12.072, -8.683, 12.613], [11.950, -6.996, 12.824], [14.723, -8.362, 11.771], [14.981, -7.136, 10.583], [14.366, -6.660, 12.169], [9.633, -7.170, 9.811], [9.479, -5.991, 8.527], [9.994, -5.455, 10.099], [11.984, -5.388, 11.368], [19.204, -10.240, 4.458], [19.037, -9.665, 5.682], [19.809, -9.595, 3.822], [19.583, -11.257, 4.554], [18.216, -10.290, 3.999], [18.508, -8.864, 5.664], [17.113, -5.722, 2.446], [17.191, -4.910, 3.532], [16.279, -6.422, 2.479], [17.022, -5.085, 1.566], [18.004, -6.346, 2.380], [16.906, -5.282, 4.370], [17.919, -7.937, 10.138], [18.716, -7.238, 11.058], [18.359, -8.916, 9.943], [16.884, -8.204, 10.352], [17.911, -7.437, 9.170], [18.734, -7.696, 11.902], [16.380, -13.278, 3.882], [16.648, -13.351, 5.363], [15.993, -12.250, 6.198], [16.545, -12.262, 7.460], [16.039, -11.171, 8.277], [16.319, -14.667, 5.795], [17.101, -13.856, 3.305], [16.306, -12.266, 3.482], [15.398, -13.742, 3.795], [17.735, -13.372, 5.450], [14.945, -12.532, 6.300], [16.062, -11.298, 5.672], [16.457, -11.242, 9.282], [14.972, -11.262, 8.481], [16.172, -10.195, 7.810], [15.312, -14.616, 5.736], [16.506, -15.272, 5.008], [18.506, -3.586, 12.117], [17.722, -3.716, 10.778], [18.675, -3.892, 9.513], [17.842, -3.952, 8.308], [18.708, -4.148, 7.171], [16.789, -4.816, 10.870], [18.958, -4.549, 12.354], [17.937, -3.352, 13.017], [19.382, -2.942, 12.043], [17.072, -2.842, 10.759], [19.225, -4.819, 9.669], [19.510, -3.192, 9.497], [19.524, -3.426, 7.138], [18.092, -4.111, 6.273], [19.251, -5.085, 7.297], [17.295, -5.690, 10.875], [16.429, -4.744, 11.811], [8.970, -4.565, 0.751], [9.891, -4.276, 1.957], [11.203, -5.088, 2.091], [11.862, -4.686, 3.270], [13.059, -5.378, 3.616], [10.211, -2.871, 1.848], [8.378, -5.480, 0.740], [9.569, -4.578, -0.159], [8.198, -3.798, 0.697], [9.291, -4.563, 2.820], [11.800, -5.007, 1.183], [10.883, -6.126, 2.185], [12.860, -6.450, 3.647], [13.301, -5.255, 4.671], [13.972, -5.146, 3.068], [10.598, -2.725, 0.927], [10.982, -2.830, 2.500]], "lowdin_charge": [0.310, 0.037, 0.067, 0.071, 0.147, 0.605, -0.361, -0.329, -0.327, -0.364, -0.037, -0.452, -0.113, -0.157, -0.132, -0.475, -0.103, -0.029, -0.029, -0.061, -0.026, 0.064, 0.086, 0.095, 0.110, 0.118, 0.110, 0.104, 0.108, 0.117, 0.069, 0.095, 0.077, 0.094, 0.058, 0.081, 0.073, 0.087, 0.076, 0.082, -0.198, -0.114, 0.077, 0.082, 0.069, 0.038, -0.208, -0.118, 0.076, 0.082, 0.075, 0.021, -0.164, -0.118, 0.084, 0.059, 0.079, 0.090, -0.071, -0.480, -0.227, -0.159, -0.071, 0.034, 0.082, 0.072, 0.077, 0.133, 0.126, 0.125, 0.084, 0.070, 0.076, 0.064, 0.066, -0.057, -0.380, -0.143, -0.199, -0.076, 0.027, 0.069, 0.076, 0.075, 0.130, 0.114, 0.119, 0.083, 0.085, 0.090, 0.052, 0.094, -0.072, -0.440, -0.214, -0.193, -0.085, 0.035, 0.068, 0.071, 0.074, 0.132, 0.126, 0.121, 0.084, 0.062, 0.087, 0.071, 0.058]}

[4]
{"formula": "C21H23N5O4S2", "method": "ωB97M-V/def2-TZVPD", "max_force_ev_per_a": 1.33, "total_energy_ha": -2185.1477, "relative_energy_kcal_mol": 6.46, "smiles": "COc1ccc(CCNC(=S)Nc2ccc(S(=O)(=O)Nc3ncccn3)cc2)cc1OC", "elements": ["C", "H", "O", "C", "C", "C", "C", "C", "C", "O", "C", "H", "H", "H", "H", "C", "H", "H", "C", "N", "C", "S", "N", "C", "C", "C", "C", "C", "C", "H", "H", "S", "O", "O", "N", "C", "N", "C", "C", "C", "N", "H", "H", "H", "H", "H", "H", "H", "H", "H", "H", "H", "H", "H", "H"], "coordinates": [[2.562, 1.326, -1.794], [3.121, 1.546, -2.703], [1.216, 1.625, -2.107], [0.310, 1.690, -1.080], [0.536, 1.089, 0.151], [-0.399, 1.160, 1.169], [-1.583, 1.860, 0.995], [-1.817, 2.453, -0.236], [-0.903, 2.377, -1.282], [-1.331, 2.969, -2.432], [-0.443, 3.236, -3.495], [-0.067, 2.320, -3.953], [-1.035, 3.794, -4.221], [0.401, 3.848, -3.170], [-2.732, 2.993, -0.423], [-2.629, 1.895, 2.079], [-2.218, 1.443, 2.984], [-2.906, 2.924, 2.311], [-3.893, 1.127, 1.645], [-3.530, 0.006, 0.802], [-3.888, -0.029, -0.496], [-5.227, 0.730, -1.089], [-3.125, -0.750, -1.382], [-1.854, -1.280, -1.208], [-0.904, -1.080, -2.216], [0.379, -1.562, -2.068], [0.723, -2.250, -0.917], [-0.214, -2.510, 0.061], [-1.504, -2.034, -0.084], [-2.252, -2.296, 0.649], [0.064, -3.087, 0.928], [2.394, -2.852, -0.808], [2.524, -4.042, -1.591], [3.311, -1.780, -1.053], [2.552, -3.386, 0.798], [2.874, -2.514, 1.797], [2.436, -1.265, 1.665], [2.764, -0.423, 2.632], [3.502, -0.809, 3.741], [3.868, -2.146, 3.790], [3.563, -2.997, 2.828], [4.427, -2.561, 4.620], [3.767, -0.115, 4.520], [2.413, 0.593, 2.508], [2.937, -4.314, 0.899], [1.126, -1.402, -2.828], [-1.181, -0.531, -3.103], [-3.397, -0.566, -2.341], [-2.617, -0.374, 1.018], [-4.566, 1.766, 1.068], [-4.436, 0.762, 2.522], [-0.191, 0.663, 2.106], [1.437, 0.519, 0.306], [2.926, 1.964, -0.983], [2.712, 0.278, -1.526]], "nbo_charge": [-0.264, 0.196, -0.523, 0.218, -0.235, -0.263, -0.022, -0.259, 0.275, -0.497, -0.238, 0.184, 0.189, 0.178, 0.235, -0.436, 0.205, 0.228, -0.222, -0.612, 0.303, -0.245, -0.609, 0.175, -0.228, -0.157, -0.345, -0.168, -0.224, 0.223, 0.235, 2.321, -0.923, -0.925, -0.850, 0.551, -0.497, 0.099, -0.336, 0.101, -0.479, 0.203, 0.232, 0.203, 0.442, 0.240, 0.227, 0.425, 0.404, 0.241, 0.202, 0.206, 0.233, 0.176, 0.209]}

[5]
{"formula": "C3H2O4", "method": "ωB97M-V/def2-TZVPD", "max_force_ev_per_a": 4.44, "total_energy_ha": -416.3593, "relative_energy_kcal_mol": 0.00, "multiplicity": 3, "elements": ["C", "C", "C", "O", "O", "O", "O", "H", "H"], "coordinates": [[-1.889, -0.517, 0.167], [-0.900, -1.306, 0.592], [2.779, 0.974, -0.334], [2.988, 1.315, 0.733], [-0.201, -2.219, 0.660], [2.577, 0.728, -1.450], [-1.662, 0.694, -0.492], [-3.001, -0.482, 0.614], [-0.691, 0.813, -0.490]], "nbo_charge": [0.055, 0.328, 1.018, -0.499, -0.409, -0.521, -0.625, 0.180, 0.473]}

[6]
{"formula": "C6H5NO3S", "method": "ωB97M-V/def2-TZVPD", "max_force_ev_per_a": 4.14, "total_energy_ha": -910.1090, "relative_energy_kcal_mol": 92.77, "smiles": "O=C1C=CCC(S)=C1[N+](=O)[O-]", "elements": ["C", "C", "C", "C", "C", "C", "N", "O", "O", "O", "S", "H", "H", "H", "H", "H"], "coordinates": [[0.327, -2.148, 0.094], [-0.440, -1.007, 0.113], [2.380, -0.329, 0.020], [1.494, 0.703, 0.017], [1.783, -2.012, -0.034], [0.072, 0.368, 0.097], [3.754, -0.138, 0.062], [2.584, -2.876, -0.100], [4.166, 1.013, 0.388], [4.529, -1.013, -0.244], [1.985, 2.437, -0.053], [-0.270, -3.013, -0.084], [-1.417, -1.030, 0.480], [-0.511, 0.919, -0.593], [-0.426, 0.962, 0.908], [0.855, 3.119, -0.378]], "nbo_charge": [-0.330, -0.057, -0.087, -0.039, 0.578, -0.540, 0.476, -0.469, -0.425, -0.323, 0.121, 0.243, 0.212, 0.264, 0.266, 0.109]}